one | Below is 2 unconnected molecules or ions with the total composition C2H4Cl2OS, with properties calculated with wB97M-V/def2-TZVPD.

As for the HOMO energy: -9.43 eV. Its lowest unoccupied orbital energy is 0.0128 Eh. Its SMILES is C=C(Cl)Cl.OS. The charge is 0.

Element x y z (Å)
C -1.26413 1.13974 -1.10997
C -0.63448 0.88336 -2.23023
Cl 1.00108 1.37209 -2.45418
Cl -1.23521 -0.09143 -3.54089
H -2.16158 0.59112 -0.85292
H -0.67613 1.53542 -0.28067
O 1.28849 -0.98535 0.55923
S 1.72762 -2.57760 0.78580
H 2.02118 -0.51150 0.16046
H 2.50719 -2.47354 2.02257



two | Below is 2 unconnected molecules or ions with the total composition C2H4Cl2OS, with properties calculated with wB97M-V/def2-TZVPD.

As for the HOMO energy (alpha / beta): -7.92 / -8.58 eV. Its lowest unoccupied orbital energy (alpha / beta) is -0.0278 / -0.0077 Eh. The charge is 0.

Element x y z (Å)
C 0.94342 1.04349 -0.21892
C -0.51077 0.75590 -0.03771
O -1.02079 -2.43993 0.48547
S -0.54665 -1.84972 -0.89765
Cl -0.89535 0.43644 1.54777
Cl -1.65158 1.38268 -1.10086
H 0.96213 2.05682 0.04028
H 1.56546 0.57904 0.59043
H 1.32776 0.90878 -1.18588
H -0.17363 -2.87350 0.77707



Stability check: which of them is most stable? one.



one | Below is a single C2H3BrN2S molecule, with properties calculated with wB97M-V/def2-TZVPD.

As for the HOMO energy: -8.74 eV. Its lowest unoccupied orbital energy is 0.0238 Eh. The charge is 0.

Element x y z (Å)
C -0.97761 -0.87747 -0.39297
C 1.00396 0.67091 0.74227
N -0.93687 0.33348 -1.01234
N -0.29973 1.27991 -0.80732
S 0.30764 -0.87546 1.05683
Br 2.71868 0.80373 -0.09481
H -1.95938 -1.04427 0.05138
H -0.73466 -1.69760 -1.06584
H 0.87798 1.40677 1.52280



two | Below is a molecular structure, C2H3BrN2S, with properties calculated with wB97M-V/def2-TZVPD.

As for the HOMO energy: -10.70 eV. Its lowest unoccupied orbital energy is 0.0129 Eh. The charge is 0.

Element x y z (Å)
C -0.31771 -1.09041 -0.34668
C 0.13174 -0.38731 1.67280
N -0.70540 -1.09841 0.89298
N 1.15714 0.16928 1.15614
S 1.05305 -0.14908 -0.49384
Br -0.05462 2.70131 -2.66181
H -1.04609 -1.44530 -1.05327
H 0.00595 -0.26562 2.78470
H -0.22405 1.56553 -1.95103



Stability check: which of them is most stable? two.



one | Below is a molecular structure, C4H5N3O3, with properties calculated with wB97M-V/def2-TZVPD.

As for the HOMO energy: -9.11 eV. Its lowest unoccupied orbital energy is -0.0008 Eh. The charge is 0.

Element x y z (Å)
C 2.41450 -1.33050 0.00207
C -1.11950 -0.66323 0.00560
C -1.32154 0.72417 -0.06820
C 1.19560 0.72562 0.00098
H 2.77471 -0.76128 0.97680
H 2.80340 -0.90144 -0.75351
H 2.22053 -2.15017 0.35908
H -2.07009 -2.50968 -0.08582
H 0.17218 2.77257 0.02098
N 1.04245 -0.68134 -0.05354
N -0.10226 -1.35734 -0.00642
N -0.10292 1.45715 0.03340
O -2.22752 -1.38990 -0.00979
O -2.37919 1.35650 0.05702
O 2.25971 1.39393 -0.04402



two | Below is 2 unconnected molecules or ions with the total composition C4H5N3O3, with properties calculated with wB97M-V/def2-TZVPD.

As for the HOMO energy (alpha / beta): -8.79 / -9.11 eV. Its lowest unoccupied orbital energy (alpha / beta) is -0.0289 / -0.0443 Eh. The charge is 0.

Element x y z (Å)
C 0.69990 -0.43002 -0.57610
C 2.01908 -0.99146 -0.55448
C -0.83886 1.19002 0.38471
C -3.49460 -0.74571 0.03198
N -0.80177 2.27567 -0.22977
N 0.13308 0.26409 0.38445
N 3.36710 -0.45528 1.25169
O -3.12346 -1.51792 -0.73470
O -3.89525 0.00147 0.80776
O 3.00762 -1.02743 0.20056
H 0.03957 -0.80958 -1.47431
H 2.22592 -1.64612 -1.35544
H -1.61825 1.00163 1.04851
H -0.29257 2.77349 -0.90739
H 2.57247 0.11716 1.72253



Stability check: which of them is most stable? one.



one | Below is a gas-phase ion, C6H5N2 (charge +1), with properties calculated with wB97M-V/def2-TZVPD.

As for the HOMO energy: -15.06 eV. Its lowest unoccupied orbital energy is -0.2155 Eh. Its SMILES is C#C[n+]1ccccn1. The charge is +1.

Element x y z (Å)
C 3.28644 -0.49914 0.01648
C 2.09766 -0.42121 0.08842
N 0.74317 -0.26428 0.00397
C 0.14575 0.75542 0.60956
C -1.20692 0.98680 0.53080
C -1.93084 0.09217 -0.18118
C -1.22867 -0.96585 -0.75649
N 0.06134 -1.16637 -0.70232
H 4.33490 -0.49006 -0.13801
H 0.77259 1.41756 1.18176
H -1.66862 1.82675 1.01404
H -2.99407 0.20051 -0.29310
H -1.78738 -1.70456 -1.30809



two | Below is a gas-phase ion, C6H5N2 (charge +1), with properties calculated with wB97M-V/def2-TZVPD.

As for the HOMO energy (alpha / beta): -12.15 / -12.15 eV. Its lowest unoccupied orbital energy (alpha / beta) is -0.1928 / -0.1928 Eh. Its SMILES is [NH+]#CC=C=CN1C=C1. The charge is +1.

Element x y z (Å)
N 1.50389 2.16647 -2.39865
C 0.74380 1.44293 -1.89926
C -0.22651 0.64261 -1.47292
C -0.83289 0.66159 -0.28522
C -1.25650 0.15947 0.87862
N -0.79390 -1.22969 1.03807
C -0.22326 -1.81488 2.20639
C 0.62044 -1.64242 1.26602
H 2.38316 2.73995 -2.31346
H -0.72158 0.01015 -2.31660
H -1.83831 0.58908 1.61072
H -0.84964 -2.04826 3.00974
H 1.49131 -1.67702 0.67656



Stability check: which of them is most stable? one.